This record from the OMol25 dataset describes 3 unconnected molecules or ions with the total composition C21H50ClIO9P2Si at a distorted geometry. The level of theory is the ωB97M-V functional and the def2-TZVPD basis.

Output
LUMO energy (eV): -3.106
F_max (eV/Å): 9.85
SMILES string: CCCC[Si@@](CCCI)(CCCCOC)[C@@H](Cl)CC.COP(=O)(OC)OC.COP(=O)(OC)OC
E_tot (Ha): -3236.93760
Kohn-Sham gap (eV): 6.25

Structure (ORCA input):
```
! wB97M-V def2-TZVPD RIJCOSX def2/J DEFGRID3
* xyz 0 1
C -3.563 1.086 -0.502
C -2.470 2.291 -0.775
C -1.100 1.576 -1.321
C 0.260 1.928 -0.485
Si 0.280 1.392 1.358
C 2.177 1.362 1.874
C 2.903 2.825 1.690
C 3.098 3.571 3.146
I 4.515 2.537 4.490
C -0.515 2.716 2.573
C -2.113 2.479 2.839
C -2.495 1.835 4.296
C -1.856 2.607 5.592
O -2.585 2.134 6.815
C -2.381 0.691 7.021
C -0.375 -0.381 1.718
Cl -0.243 -1.552 0.242
C 0.510 -1.145 2.915
C 0.259 -0.521 4.409
H -2.960 0.174 -0.031
H -4.061 0.659 -1.480
H -4.344 1.407 0.326
H -2.328 3.034 0.117
H -2.927 2.940 -1.668
H -0.929 1.998 -2.424
H -1.332 0.437 -1.455
H 1.201 1.436 -1.028
H 0.441 3.098 -0.568
H 2.328 0.988 2.972
H 2.700 0.615 1.105
H 3.940 2.775 1.148
H 2.169 3.485 1.021
H 2.069 3.793 3.692
H 3.614 4.620 2.903
H 0.107 2.693 3.583
H -0.251 3.762 2.073
H -2.628 1.821 2.020
H -2.621 3.557 2.791
H -3.679 1.931 4.402
H -2.255 0.683 4.236
H -2.056 3.783 5.567
H -0.705 2.405 5.764
H -2.533 0.372 8.136
H -3.084 0.007 6.344
H -1.276 0.439 6.647
H -1.502 -0.263 2.091
H 1.647 -1.274 2.619
H 0.072 -2.256 2.944
H 0.013 0.622 4.440
H -0.532 -1.143 5.051
H 1.287 -0.650 5.001
C 2.316 -1.127 -3.730
O 2.487 0.276 -3.648
P 4.118 0.836 -3.515
O 3.621 2.278 -3.672
O 4.459 0.179 -4.992
C 3.852 0.713 -6.155
O 5.749 1.396 -3.381
C 6.342 2.107 -4.453
H 1.526 -1.427 -3.039
H 2.015 -1.392 -4.749
H 3.235 -1.661 -3.473
H 3.036 1.403 -5.927
H 3.456 -0.112 -6.747
H 4.609 1.234 -6.745
H 5.643 2.802 -4.924
H 6.722 1.404 -5.203
H 7.184 2.680 -4.059
C -4.130 -6.658 -4.445
O -4.297 -5.446 -3.734
P -3.500 -5.348 -2.202
O -3.888 -3.867 -2.111
O -2.039 -5.516 -2.958
C -1.573 -4.492 -3.819
O -2.702 -5.249 -0.670
C -1.608 -4.366 -0.499
H -5.105 -6.991 -4.807
H -3.476 -6.482 -5.304
H -3.698 -7.440 -3.814
H -2.345 -3.758 -4.061
H -1.227 -4.952 -4.745
H -0.730 -3.984 -3.345
H -1.763 -3.413 -1.011
H -0.688 -4.835 -0.865
H -1.493 -4.168 0.569
*
```